The following is a quantum chemistry calculation of C13H23N3OS in the gas phase, from OMol25.

Cartesian coordinates (Å):
C -2.678 1.729 -2.164
H -3.376 2.105 -1.419
C -2.287 0.293 -1.840
C -1.413 -0.354 -2.916
C -0.071 0.340 -3.158
C 0.780 0.432 -1.893
C 2.203 0.904 -2.182
C 2.969 1.327 -0.927
H 3.942 1.719 -1.228
C 3.196 0.188 0.075
C 1.958 -0.148 0.818
N 1.074 0.702 1.289
C 0.130 -0.086 1.851
N 0.389 -1.375 1.769
N 1.562 -1.407 1.107
H 1.997 -2.292 0.901
S -1.302 0.546 2.592
C -2.111 -1.034 2.991
C -1.355 -1.901 3.984
O -1.392 -3.099 3.899
C -0.632 -1.161 5.073
H -1.227 -0.326 5.432
H 0.296 -0.762 4.666
H -0.392 -1.840 5.887
H -3.072 -0.758 3.428
H -2.279 -1.591 2.068
H 3.952 0.505 0.799
H 3.567 -0.705 -0.434
H 2.421 2.120 -0.418
H 2.157 1.765 -2.853
H 2.755 0.115 -2.700
H 0.318 1.129 -1.192
H 0.805 -0.553 -1.422
H -0.237 1.342 -3.558
H 0.476 -0.227 -3.916
H -1.969 -0.372 -3.857
H -1.223 -1.392 -2.627
H -3.195 -0.307 -1.737
H -1.771 0.267 -0.878
H -1.808 2.379 -2.168
H -3.155 1.783 -3.141

- Kohn-Sham gap (eV) = 9.3
- spin multiplicity = 1
- LUMO (hartree) = 0.027
- energy relative to the best compared isomer or geometry (same formula, charge and spin) (eV) = 0.057
- HOMO level (eV) = -8.592
- structure (SMILES) = CCCCCCCCc1nc(SCC(C)=O)n[nH]1